66
Properties=species:S:1:pos:R:3 method="wB97M-V/def2-TZVPD" charge=+1 s_squared=6.0186 multiplicity=5 gap_ev="7.31 / 6.58" largest_force_ha_per_bohr=0.01212 homo_energy_ev="-10.2 / -11.7"
Ir 0.28 -0.60 0.84
Cl 3.06 0.49 -0.07
C 3.01 -1.26 -0.01
C 1.80 -1.85 0.33
C 1.74 -3.24 0.32
Cl 0.24 -4.06 0.65
C 2.86 -4.02 0.00
Cl 2.76 -5.73 -0.03
C 4.07 -3.38 -0.30
Cl 5.45 -4.31 -0.66
C 4.15 -1.99 -0.31
Cl 5.61 -1.20 -0.70
C 3.88 4.26 0.83
C 2.43 4.69 0.93
C 2.33 6.11 1.44
O 1.82 3.82 1.97
B 0.95 3.03 1.34
O 0.76 3.19 0.02
C 1.56 4.38 -0.36
C 0.55 5.46 -0.69
C 2.36 4.01 -1.59
H 4.34 4.37 1.81
H 4.42 4.90 0.12
H 3.99 3.23 0.51
H 2.88 6.19 2.38
H 1.30 6.41 1.63
H 2.78 6.80 0.72
H -0.13 5.65 0.14
H -0.05 5.14 -1.55
H 1.04 6.40 -0.96
H 2.98 3.13 -1.42
H 3.00 4.84 -1.89
H 1.68 3.79 -2.41
C -3.85 -3.59 -0.32
C -3.96 -2.08 -0.11
C -5.04 -1.45 -0.97
Sb -2.03 -1.23 -0.53
C -2.17 -2.35 2.98
C -2.84 -3.67 3.11
C -0.75 -2.19 3.42
C -1.65 -1.92 -2.56
C -0.19 -2.37 -2.68
C -2.01 -0.89 -3.62
H -4.74 -4.08 0.07
H -2.99 -4.03 0.20
H -3.77 -3.85 -1.37
H -4.12 -1.86 0.95
H -4.78 -1.44 -2.03
H -5.27 -0.43 -0.67
H -5.96 -2.04 -0.87
H -2.78 -1.45 2.95
H -2.35 -4.44 2.51
H -3.89 -3.63 2.81
H -2.80 -4.02 4.15
H -0.29 -3.14 3.68
H -0.65 -1.50 4.27
H -0.08 -1.76 2.64
H -2.31 -2.78 -2.63
H 0.51 -1.59 -2.37
H 0.03 -2.60 -3.73
H 0.02 -3.26 -2.09
H -1.37 -0.01 -3.56
H -3.05 -0.55 -3.55
H -1.87 -1.34 -4.60
I -0.19 1.54 2.43
I -2.66 1.38 -0.95